Molecular formula: C6H10N2
Method: DFT, ωB97M-V with the def2-TZVPD basis set

The geometry in ORCA input format:
```
! wB97M-V def2-TZVPD RIJCOSX def2/J DEFGRID3
* xyz 0 1
C 0.880 -1.296 0.784
C 0.698 0.187 -0.892
C 0.066 1.219 -1.751
C -0.860 0.507 -0.863
C -0.246 0.825 1.606
C -0.466 -0.706 1.244
H 0.917 -2.447 1.272
H 1.754 -0.340 1.128
H -0.079 -1.714 -1.205
H 0.986 0.931 -0.133
H -0.387 0.772 -2.779
H 0.635 2.250 -1.619
H -1.683 0.014 -1.543
H -0.667 1.433 2.528
H 0.889 1.004 1.381
H -0.993 -1.139 1.912
N 0.934 -1.256 -0.821
N -1.193 0.516 0.577
*
```

Computed properties:
gap between HOMO and LUMO: 8.60 eV
lowest unoccupied orbital energy: 1.05 eV

Mulliken population analysis, charges in e, atoms 1 to 4: number 1, C, carries -0.41; number 2, C, carries -0.11; number 3, C, carries -0.52; number 4, C, carries -0.03

Molecular formula: C55H44AsF5N8O2SSn
Method: DFT, ωB97M-V with the def2-TZVPD basis set

The geometry in ORCA input format:
```
! wB97M-V def2-TZVPD RIJCOSX def2/J DEFGRID3
* xyz 0 1
Sn 0.445 0.225 0.852
C 3.287 0.048 3.096
N 2.147 -0.818 2.886
C 1.437 -1.101 4.127
C 0.619 0.056 4.676
C -0.074 -0.097 5.873
C -0.868 0.941 6.324
C -0.944 2.106 5.573
C -0.213 2.173 4.402
N 0.561 1.179 3.974
C 2.445 -2.022 2.069
C 1.798 -1.967 0.697
C -0.547 -2.896 0.478
C -1.200 -2.755 -0.656
C -0.272 -2.843 -1.825
C 2.192 -2.376 -1.425
N 2.666 -1.822 -0.391
C 3.769 0.735 1.836
C 5.043 1.298 1.823
C 5.481 1.958 0.691
C 4.650 2.004 -0.419
C 3.409 1.404 -0.331
N 2.968 0.808 0.775
H 4.140 -0.485 3.547
H 2.979 0.826 3.798
H 2.114 -1.451 4.924
H 0.732 -1.913 3.930
H -0.006 -1.026 6.426
H -1.431 0.838 7.243
H -1.556 2.940 5.887
H -0.250 3.045 3.755
H 2.130 -2.906 2.623
H 3.527 -2.099 1.934
H -0.909 -2.843 1.488
H -2.255 -2.555 -0.753
H -0.534 -3.660 -2.496
H 2.594 -2.312 -2.424
H 5.678 1.223 2.697
H 6.461 2.416 0.666
H 4.961 2.483 -1.338
H 2.735 1.383 -1.180
S 0.140 -0.050 -1.859
C -0.235 -1.547 -2.651
N -0.468 -1.526 -3.912
N -0.886 -2.711 -4.527
C -2.175 -3.220 -4.352
C -2.534 -4.394 -5.021
C -3.786 -4.951 -4.834
C -4.705 -4.359 -3.977
C -4.360 -3.184 -3.328
C -3.112 -2.610 -3.515
N 1.026 -3.167 -1.193
N 0.873 -3.164 0.262
C 1.265 -4.476 0.828
C 0.770 -4.875 2.064
C 1.138 -6.105 2.585
C 1.990 -6.940 1.880
C 2.497 -6.527 0.659
C 2.141 -5.295 0.131
H -0.561 -2.727 -5.478
H -1.817 -4.870 -5.680
H -4.046 -5.862 -5.358
H -5.687 -4.791 -3.837
H -5.071 -2.695 -2.673
H -2.866 -1.670 -3.039
H 0.086 -4.255 2.629
H 0.742 -6.413 3.543
H 2.250 -7.911 2.281
H 3.166 -7.166 0.100
H 2.529 -4.982 -0.825
O 0.748 2.747 0.070
As 0.221 3.649 -1.199
C 0.722 5.479 -0.839
C 0.492 6.488 -1.768
C 0.875 7.788 -1.479
C 1.488 8.079 -0.267
C 1.724 7.070 0.657
C 1.339 5.768 0.370
C 1.098 3.313 -2.890
C 2.401 3.801 -2.975
C 3.100 3.713 -4.167
C 2.500 3.128 -5.274
C 1.215 2.614 -5.179
C 0.508 2.708 -3.990
C -1.702 3.613 -1.241
C -2.357 4.575 -0.477
C -3.723 4.471 -0.263
C -4.428 3.407 -0.807
C -3.774 2.450 -1.568
C -2.408 2.542 -1.779
H 0.020 6.247 -2.715
H 0.699 8.577 -2.199
H 1.785 9.096 -0.045
H 2.208 7.298 1.598
H 1.514 4.953 1.064
H 2.861 4.240 -2.097
H 4.104 4.112 -4.240
H 3.034 3.076 -6.214
H 0.761 2.136 -6.037
H -0.489 2.295 -3.925
H -1.796 5.394 -0.044
H -4.231 5.211 0.341
H -5.490 3.312 -0.618
H -4.325 1.611 -1.972
H -1.886 1.766 -2.325
F -6.282 -3.393 2.626
C -5.126 -2.723 2.483
C -5.038 -1.647 1.613
F -6.121 -1.282 0.915
C -3.852 -0.963 1.455
F -3.806 0.067 0.591
C -2.664 -1.306 2.145
O -1.547 -0.705 1.983
C -2.815 -2.408 3.022
F -1.716 -2.824 3.704
C -3.997 -3.099 3.189
F -4.053 -4.141 4.029
*
```

Computed properties:
gap between HOMO and LUMO: 7.18 eV
lowest unoccupied orbital energy: 0.57 eV

Mulliken population analysis, charges in e, atoms 1 to 4: number 1, Sn, carries 1.91; number 2, C, carries -1.52; number 3, N, carries 1.30; number 4, C, carries -0.60

Molecular formula: C26H19Br2HgN6OS
Method: DFT, ωB97M-V with the def2-TZVPD basis set

The geometry in ORCA input format:
```
! wB97M-V def2-TZVPD RIJCOSX def2/J DEFGRID3
* xyz 0 2
Hg -0.035 -0.044 -0.129
N -3.191 2.844 0.703
C -2.845 3.855 1.586
C -3.823 4.731 2.049
C -3.496 5.754 2.925
C -2.196 5.895 3.376
C -1.213 5.026 2.926
C -1.528 4.029 2.022
S -0.236 3.010 1.350
N -1.067 1.790 0.518
C -2.363 1.838 0.241
C -2.931 0.803 -0.559
C -4.305 0.742 -0.895
C -4.799 -0.272 -1.665
C -3.912 -1.258 -2.140
C -2.588 -1.147 -1.795
N -2.079 -0.179 -1.030
H -4.179 2.735 0.538
H -4.845 4.620 1.714
H -4.262 6.441 3.254
H -1.942 6.676 4.075
H -0.192 5.117 3.261
H -4.985 1.505 -0.551
H -5.850 -0.310 -1.908
H -4.255 -2.066 -2.766
H -1.875 -1.876 -2.164
Br 4.499 0.848 1.997
C 4.096 -0.566 0.804
C 5.052 -1.536 0.546
C 4.745 -2.583 -0.290
Br 6.083 -3.904 -0.623
C 3.466 -2.709 -0.862
C 3.055 -3.800 -1.652
C 1.763 -3.850 -2.116
C 0.891 -2.807 -1.808
N 1.239 -1.763 -1.078
C 2.501 -1.699 -0.593
C 2.810 -0.579 0.253
O 1.946 0.338 0.511
H 6.024 -1.469 1.010
H 3.751 -4.599 -1.852
H 1.400 -4.678 -2.705
H -0.132 -2.828 -2.158
N 0.406 0.290 3.251
C -0.248 -0.865 3.069
C -0.689 -1.636 4.168
C -1.350 -2.816 3.943
C -1.578 -3.228 2.628
C -1.133 -2.422 1.608
N -0.487 -1.267 1.806
H 0.603 0.634 4.174
H 0.805 0.787 2.465
H -0.508 -1.277 5.170
H -1.698 -3.422 4.767
H -2.086 -4.153 2.405
H -1.296 -2.698 0.571
*
```

Computed properties:
gap between HOMO and LUMO (alpha / beta): 5.20 / 6.85 eV
lowest unoccupied orbital energy (alpha / beta): -0.16 / -0.18 eV

Mulliken population analysis, charges in e, atoms 1 to 4: number 1, Hg, carries 1.63; number 2, N, carries -0.03; number 3, C, carries 0.11; number 4, C, carries -0.66